Entry 1:
The following is a quantum chemistry calculation of C27H31N7OOsS as an isolated structure in a non-equilibrium geometry, from OMol25.

Structure (XYZ):
```
68
Properties=species:S:1:pos:R:3
C 1.352 1.082 3.307
O -4.124 3.748 -3.650
H 0.816 3.277 4.884
N 2.099 0.673 2.086
C -0.043 2.373 1.718
C -2.993 4.483 -3.236
H 2.034 1.240 4.147
H 2.441 -3.207 -3.727
C -1.052 1.998 -1.939
C -3.013 1.633 -3.295
H 2.910 -2.713 -0.114
N -1.802 2.383 -2.920
C -0.529 4.364 3.601
H 3.949 1.401 2.848
C 2.432 -3.949 -1.816
H 3.121 -0.844 3.157
S 2.622 0.568 -1.222
N 0.890 -1.521 -0.953
H -1.627 3.574 -4.620
C 3.300 1.542 1.980
H -0.834 4.245 -3.171
C -1.708 -0.730 1.284
C -4.231 2.506 -2.992
C 2.518 -6.076 -0.029
H 2.944 -4.595 1.467
C -0.908 3.429 1.418
C 1.975 -0.997 -1.575
C 2.285 -6.313 -1.381
H 2.555 -6.902 0.667
C -2.876 -1.291 1.756
H -5.134 2.023 -3.362
H -0.448 -3.428 -0.356
H -3.559 -0.682 2.332
C -1.139 -2.842 0.233
C -1.160 4.410 2.365
H 2.139 -7.323 -1.737
H -2.519 -4.431 0.524
H -4.080 -3.061 1.892
Os 0.817 1.069 0.383
H -2.970 1.433 -4.367
N 2.546 -1.644 -2.568
C 2.730 -4.775 0.422
H -0.698 5.153 4.322
H 1.678 -1.388 2.280
N 2.390 -2.934 -2.751
C -1.708 3.713 -3.540
H -3.002 5.418 -3.792
N 0.324 -0.904 -0.001
C -2.298 -3.394 0.734
C 2.690 -3.714 -0.457
C 0.322 3.313 3.920
N -0.388 1.629 -1.064
H 3.172 -0.999 1.394
H 0.670 0.273 3.579
H 2.074 -5.442 -3.328
H -3.058 0.697 -2.741
H -3.049 4.698 -2.159
C 2.541 -0.725 2.238
H -1.842 5.217 2.131
H -1.400 3.487 0.455
C 2.246 -5.264 -2.273
H -1.470 0.308 1.494
H -4.315 2.652 -1.906
C 0.544 2.305 2.997
C -3.174 -2.624 1.494
H 2.997 2.588 1.948
H 3.867 1.303 1.084
C -0.836 -1.497 0.500
```

E_HOMO (alpha / beta) ... -13.3 / -13.3 eV
Lowest unoccupied orbital energy (alpha / beta) ... -8.590 / -8.691 eV
Charge ... +2
Frontier orbital gap (alpha / beta) ... 4.67 / 4.64 eV
Total energy ... -1994.16528 hartree
Strongest force on any atom ... 3.416 eV/Å
Energy relative to the best compared isomer or geometry (same formula, charge and spin) ... 2.017 eV


Entry 2:
The following is a quantum chemistry calculation of C27H31N7P2Rh as an isolated structure in a non-equilibrium geometry, from OMol25.

Structure (XYZ):
```
68
Properties=species:S:1:pos:R:3
N -4.219 -1.970 -1.647
C -0.468 -2.391 3.370
C 0.443 -0.186 -4.254
C 0.749 -0.595 -2.955
P 2.062 -0.436 -0.511
H 6.283 -1.904 1.490
H -0.585 3.861 -0.938
H -1.043 1.945 -2.777
H -1.890 -0.187 6.210
H -5.029 -3.340 -0.443
C 3.748 -1.037 -0.589
N -1.046 2.076 -1.769
H -1.592 0.775 3.976
H -2.294 4.358 1.504
H 7.386 -2.294 -0.693
C 2.187 1.350 -2.692
C -2.480 3.292 1.450
N -2.472 -0.853 -1.701
H 3.952 -1.134 1.571
C -0.665 -2.929 4.632
C 1.881 1.734 -3.987
H -0.405 2.780 1.398
N -5.248 -2.699 -1.190
N -3.207 -1.626 -0.911
H -4.617 3.519 1.521
C -1.504 -0.807 5.412
C -3.106 -0.774 -2.881
N -0.108 3.085 -1.377
C 5.744 -1.717 0.571
H -5.858 -3.024 -1.925
H -2.771 -0.230 -3.748
H -0.181 -0.806 -4.886
C -0.790 -1.056 3.137
C 1.631 0.177 -2.173
H 3.033 1.279 0.931
C 4.358 -1.308 -1.828
C 2.013 0.997 0.671
C 6.365 -1.935 -0.661
C -1.421 2.405 1.396
C -1.328 -0.260 4.153
H -3.193 -0.509 1.386
C -1.187 -2.140 5.649
Rh -0.635 -0.007 -0.843
C -1.673 1.022 1.375
C 1.221 0.624 1.937
H 0.396 3.431 -2.181
H -0.072 -3.012 2.575
C 4.437 -1.289 0.614
C -4.051 1.453 1.447
H -0.417 -3.965 4.819
C 1.000 0.977 -4.762
H 2.883 1.932 -2.100
H 6.165 -1.881 -2.804
N -4.221 -1.474 -2.864
H 3.819 -1.161 -2.754
C -3.792 2.821 1.475
H -1.362 -2.569 6.626
H 0.442 -1.583 -2.617
P -0.372 -0.236 1.572
C -3.001 0.556 1.391
H 2.354 2.611 -4.413
C 5.673 -1.718 -1.854
H -5.073 1.101 1.491
H 0.776 1.284 -5.775
H 1.546 1.832 0.138
H -1.988 2.341 -1.496
H 1.020 1.498 2.560
H 1.795 -0.071 2.554
```

E_HOMO (alpha / beta) ... -16.4 / -16.8 eV
Lowest unoccupied orbital energy (alpha / beta) ... -8.319 / -11.781 eV
Charge ... +3
Frontier orbital gap (alpha / beta) ... 8.08 / 5.04 eV
2S+1 ... 5
Total energy ... -2222.90021 hartree
Strongest force on any atom ... 1.700 eV/Å
Energy relative to the best compared isomer or geometry (same formula, charge and spin) ... 1.107 eV


Entry 3:
The following is a quantum chemistry calculation of C27H32BBiCl3I2N7OSi as an isolated structure in a non-equilibrium geometry, from OMol25.

Structure (XYZ):
```
75
Properties=species:S:1:pos:R:3
H -4.400 -3.051 -1.852
C 0.712 0.249 3.710
C 4.419 1.926 0.712
Bi -0.060 0.098 -0.808
I 4.873 2.041 4.970
H 3.268 -2.895 -0.795
Cl -0.108 3.048 -0.143
C -1.999 -1.367 -3.297
C 3.146 1.395 0.493
O 2.656 1.317 -0.854
C -0.892 3.378 2.537
C 2.782 1.205 2.894
H 0.688 3.320 1.004
C 1.968 0.798 3.970
N -1.697 -2.206 0.817
H -0.689 1.204 -5.174
Si 1.802 2.815 -0.857
H -0.113 1.719 -0.253
H 2.119 -4.854 0.926
C -3.065 -2.261 -3.467
H -3.407 -2.714 -4.381
N -2.001 0.721 0.430
Cl 2.709 4.483 -0.055
C 0.289 0.101 2.425
H 2.328 0.900 4.982
H 2.354 -4.072 2.497
H -0.686 -0.313 2.215
C 4.883 2.100 1.997
I 5.614 2.488 -0.898
H 2.307 -1.848 1.435
C -1.018 3.291 -1.410
C 0.410 -2.704 1.092
H -4.990 0.128 1.400
H 0.053 -4.155 2.742
H 0.184 3.571 2.650
H -0.962 -2.537 -5.559
C -1.164 2.882 1.151
H -1.370 4.347 2.718
H 0.067 -0.072 4.516
C -1.387 0.741 -4.475
H -0.029 4.530 0.001
Cl 1.818 3.087 -2.948
H -2.184 -1.364 -6.074
C -2.300 1.967 0.976
C -3.615 1.888 1.440
C 4.070 1.758 3.062
H -3.951 -2.176 0.586
C 1.898 -2.693 0.871
C -1.640 -3.107 1.803
H -1.502 3.586 -2.317
H 5.865 2.518 2.164
H -4.178 2.673 1.914
H 2.293 -1.451 -0.897
H -0.054 -0.854 -3.943
H -1.208 2.662 3.297
B -2.989 -1.589 0.185
C -3.580 -2.444 -2.199
H -2.403 0.875 -4.850
H 3.603 -3.953 1.262
C -1.181 -1.473 -5.657
N -3.069 -0.094 0.594
N -1.899 -1.049 -2.006
C 2.268 -2.504 -0.607
C 2.526 -3.972 1.425
C 2.290 1.037 1.548
H -1.309 1.275 -3.525
N -2.870 -1.703 -1.340
H -0.475 -1.043 -6.368
N 1.034 0.456 1.328
H -2.542 -3.449 2.282
C -1.080 -0.752 -4.317
C -0.322 -3.458 2.015
C -4.043 0.595 1.184
H 1.571 -3.032 -1.261
N -0.437 -1.964 0.367
```

E_HOMO (alpha / beta) ... -5.5 / -6.3 eV
Lowest unoccupied orbital energy (alpha / beta) ... -0.708 / -0.747 eV
Frontier orbital gap (alpha / beta) ... 4.74 / 5.53 eV
Total energy ... -4010.95409 hartree
Strongest force on any atom ... 8.491 eV/Å
Energy relative to the best compared isomer or geometry (same formula, charge and spin) ... 14.727 eV


Entry 4:
The following is a quantum chemistry calculation of C27H32BIrN7O3PS as an isolated structure in a non-equilibrium geometry, from OMol25.

Structure (XYZ):
```
73
Properties=species:S:1:pos:R:3
C 1.722 0.417 2.850
C 0.704 -2.818 -2.533
C 0.894 2.973 -5.531
H 0.112 3.938 -7.287
H -3.073 4.192 -1.866
P -2.593 2.449 0.925
C -3.854 2.890 2.165
H 0.952 0.874 6.620
C 0.889 2.445 -2.808
B 1.627 -2.491 -0.082
N -0.255 -1.806 1.473
C -0.255 -2.202 -3.318
N 0.637 -2.737 1.102
N -3.087 4.918 0.098
C 1.162 0.754 5.566
C 1.172 1.693 -5.055
C -3.588 2.013 -0.539
H -4.142 1.091 -0.347
H 3.259 0.424 5.861
H 1.372 -3.635 -2.747
N -4.740 3.882 1.556
C 0.599 -3.752 1.969
H 1.251 -4.598 1.835
H -3.379 3.303 3.058
C 2.459 0.500 5.136
H -4.763 5.848 0.889
N 0.726 -2.240 -1.333
C -4.026 5.106 1.197
H 2.260 -1.492 0.147
H 0.850 2.361 -7.594
H 1.401 0.429 -3.327
H 0.437 4.524 -2.537
Ir -0.469 -0.072 0.363
H 2.277 -3.482 -0.247
H -1.427 4.543 1.332
C 0.618 3.985 -4.612
C 2.738 0.338 3.785
H -0.526 -2.434 -4.332
H 1.926 0.281 1.795
H -3.493 5.487 2.068
H -1.571 -0.502 -2.693
H -4.518 5.105 -1.396
C -0.798 -1.225 -2.493
H -0.874 1.052 4.968
C -0.354 -3.475 2.940
C -1.945 4.105 0.477
H -4.422 2.005 2.458
C 0.419 0.689 3.283
C 0.617 3.732 -3.252
H -2.913 1.855 -1.380
H -1.229 4.014 -0.336
H 3.750 0.142 3.456
H 0.414 4.987 -4.969
N -0.188 -1.262 -1.302
O 1.710 0.978 -0.798
O 0.986 3.308 -0.353
O -0.617 1.552 -0.884
S 0.829 2.090 -1.095
C -0.862 -2.234 2.582
C -5.417 3.358 0.358
N -4.500 3.132 -0.775
C 0.926 3.272 -7.002
H -6.165 4.086 0.048
C -1.507 1.230 1.485
H -0.640 -4.086 3.777
H -5.928 2.426 0.603
C 0.139 0.855 4.643
H 1.862 3.766 -7.269
H 1.400 0.901 -5.757
C 1.172 1.420 -3.698
C -3.785 4.371 -1.061
H -1.640 -1.653 3.050
C -0.621 0.821 2.302
```

E_HOMO (alpha / beta) ... -11.3 / -11.3 eV
Lowest unoccupied orbital energy (alpha / beta) ... -3.284 / -4.369 eV
Charge ... +1
Frontier orbital gap (alpha / beta) ... 7.99 / 6.91 eV
2S+1 ... 2
Total energy ... -2525.58042 hartree
Strongest force on any atom ... 1.546 eV/Å
Energy relative to the best compared isomer or geometry (same formula, charge and spin) ... 0.522 eV


Entry 5:
The following is a quantum chemistry calculation of C27H32Br2F2GeIN4O2SSeV as an isolated structure in a non-equilibrium geometry, from OMol25.

Structure (XYZ):
```
74
Properties=species:S:1:pos:R:3
H -4.153 -4.458 -0.775
C -2.448 -3.263 -0.179
H -7.365 0.882 -2.590
H -5.562 -2.359 -1.024
H 3.891 5.779 2.117
Br 0.287 -0.571 -1.741
N -4.026 -1.118 -0.519
C -0.168 -0.468 1.894
H 6.457 -5.149 1.567
H 3.110 -2.566 2.785
H 1.743 6.237 3.231
H 3.386 -4.248 3.291
F -1.374 -0.505 2.621
H -7.399 1.297 -4.974
H 4.711 -3.083 3.328
C -4.540 2.336 -3.768
Ge 4.343 -3.820 0.926
C 2.846 -4.352 -0.258
H -1.770 -4.102 -0.048
C -3.757 -3.471 -0.586
C 3.823 -3.392 2.776
H 0.548 -5.566 1.368
C -2.735 -1.010 -0.163
N -1.934 -2.068 0.046
C -5.552 1.135 -1.481
C 0.960 3.188 1.862
I 2.510 1.093 0.356
O -4.090 1.514 1.092
C -1.252 2.520 2.450
C 3.273 3.854 1.368
Br 0.371 3.340 -1.824
C 5.573 -5.377 0.969
H -5.920 0.682 -0.573
O -2.306 2.653 -0.182
H 4.584 -1.410 0.110
H 2.688 -5.432 -0.238
C -5.837 1.823 -3.775
H 4.220 3.631 0.897
H -4.154 2.821 -4.657
H -2.080 1.825 2.452
H 0.886 1.974 -3.886
H -6.146 2.080 -5.773
N -6.639 1.954 -4.906
C 3.079 5.064 2.062
H 5.902 -5.640 -0.037
C 0.623 -4.510 1.627
C -0.417 4.636 3.262
H 0.043 -1.504 1.629
C 2.237 2.966 1.302
S -3.215 1.536 -0.049
H 6.112 -1.977 0.788
C -6.343 1.243 -2.607
H -0.346 -4.137 1.953
H -2.336 3.856 3.744
C 5.264 -2.260 0.164
C -4.517 -2.327 -0.725
H -2.761 2.659 -2.608
C 1.883 5.318 2.672
C -0.112 2.259 1.718
F 0.798 -0.143 2.862
C 0.086 2.065 -3.168
H 3.113 -4.074 -1.280
V -0.427 0.804 0.365
Se 1.124 -3.469 0.049
H -0.933 1.999 -3.515
H -0.549 5.558 3.817
C -3.755 2.232 -2.633
H 5.082 -6.247 1.406
C 0.810 4.399 2.606
C -1.406 3.693 3.212
C -4.247 1.605 -1.503
H 5.630 -2.470 -0.841
N -2.210 0.251 -0.033
H 1.353 -4.364 2.419
```

E_HOMO (alpha / beta) ... -4.4 / -5.0 eV
Lowest unoccupied orbital energy (alpha / beta) ... 2.377 / 2.375 eV
Charge ... -1
Frontier orbital gap (alpha / beta) ... 6.80 / 7.39 eV
2S+1 ... 4
Total energy ... -12883.56475 hartree
Strongest force on any atom ... 2.360 eV/Å
Energy relative to the best compared isomer or geometry (same formula, charge and spin) ... 1.273 eV


Entry 6:
The following is a quantum chemistry calculation of C27H32F5N2OPdSe2Te2 as an isolated structure, from OMol25.

Structure (XYZ):
```
72
Properties=species:S:1:pos:R:3
C -1.495 -0.062 6.782
C -3.669 7.123 -1.281
H -2.917 4.116 0.293
C 2.307 7.336 -1.499
C -1.445 -0.483 8.099
H 1.449 5.769 2.095
H -2.437 0.108 6.277
C 4.546 2.098 -1.977
F 3.055 -1.629 1.067
C 2.872 -0.137 -2.001
H -3.131 7.032 -2.227
H 0.868 3.292 2.451
H 2.236 2.393 0.571
H 3.995 5.488 1.929
H 1.531 5.197 3.739
H 2.292 -1.044 -2.141
C 0.980 -0.571 7.992
H 3.513 6.617 3.187
H 3.175 3.872 0.539
H -2.080 6.543 0.067
C -3.078 4.744 -0.587
H 5.963 0.820 -0.968
C -2.022 4.381 -1.625
H 1.922 -0.794 8.474
F 0.177 -1.053 3.590
H -2.131 3.345 -1.942
C -0.295 0.155 6.082
H -2.357 -0.636 8.660
C 0.026 6.759 -2.102
C 4.154 -0.211 -1.416
H -4.053 4.460 -0.993
H 2.544 3.015 2.863
C 4.975 0.888 -1.403
C 3.457 5.574 2.876
C -3.092 6.220 -0.196
H 3.397 5.973 -0.246
Pd 1.066 0.607 -0.633
F 1.339 -3.250 2.282
Se -0.766 1.968 0.174
C 0.948 -0.101 6.696
C 1.881 3.662 2.286
Se -0.324 0.770 4.381
C -0.215 -0.743 8.685
H -3.629 8.171 -0.985
C 0.191 5.597 -1.357
C 1.104 7.620 -2.162
F 2.050 0.386 2.374
F 2.669 -1.660 3.617
C 2.436 1.087 -2.548
H -2.091 5.009 -2.512
C 2.205 3.456 0.810
H -0.182 -1.097 9.708
H 3.999 4.976 3.611
H -4.712 6.872 -1.478
O 0.365 -1.056 0.884
H 5.210 2.954 -1.980
C 3.293 2.210 -2.523
C 2.468 6.183 -0.757
H 2.952 3.151 -2.935
H -0.899 6.984 -2.613
H 1.858 0.053 6.126
Te 0.398 1.280 -2.956
H 3.126 8.038 -1.572
H 1.020 8.534 -2.733
C 1.383 5.316 -0.698
Te 1.568 -1.419 2.153
N -0.661 4.532 -1.104
C -0.018 3.626 -0.346
C 2.009 5.106 2.762
H 4.488 -1.149 -0.996
H -3.686 6.334 0.712
N 1.214 4.090 -0.067
```

E_HOMO ... -10.4 eV
Lowest unoccupied orbital energy ... -5.207 eV
Charge ... +1
Frontier orbital gap ... 5.16 eV
Total energy ... -7198.67748 hartree
Strongest force on any atom ... 0.963 eV/Å
Energy relative to the best compared isomer or geometry (same formula, charge and spin) ... 1.967 eV


Q: What is the formula in the second record?
A: C27H31N7P2Rh


Q: The highest strongest force on any atom belongs to which entry?
A: C27H32BBiCl3I2N7OSi


Q: Among the records above, which one has the lowest strongest force on any atom?
A: C27H32F5N2OPdSe2Te2